## 1
C32H91N5O17 | ωB97M-V with the def2-TZVPD basis set

HOMO energy = -0.3230 hartree
structure (SMILES) = COC[C@H](C)N.COC[C@H](C)N.COC[C@H](C)N.COC[C@H](C)N.COC[C@H](C)N.OCCO.OCCO.OCCO.OCCO.OCCO.OCCO
E_LUMO = 0.38 eV
HOMO-LUMO gap = 0.337 Eh

Last column: Löwdin charge in e.
Positions of all 145 atoms, in Å:
O (-5.031, 1.739, -2.463)  -0.049
O (-0.520, 1.706, -4.368)  -0.073
O (4.767, -0.527, -0.404)  -0.181
O (3.641, -2.275, 5.358)  -0.211
O (-0.679, 3.167, -1.561)  -0.063
O (-2.571, 0.437, -2.505)  -0.101
O (-2.640, -0.429, 0.070)  -0.127
O (-2.741, -5.410, 0.773)  -0.059
O (0.133, -1.259, -0.556)  -0.088
O (2.023, 2.842, -2.477)  -0.073
O (1.495, -2.356, -2.893)  -0.079
O (4.503, 1.078, 3.771)  -0.207
O (0.356, -3.639, 0.699)  -0.127
O (-6.216, 3.441, -0.433)  -0.065
O (-2.159, 4.372, 0.547)  -0.225
O (-5.161, -4.078, -0.659)  -0.208
O (2.708, -5.773, -3.269)  -0.065
N (2.871, 3.343, 2.952)  0.045
N (2.651, -4.259, 2.447)  0.042
N (-3.782, 7.364, -0.910)  0.033
N (5.778, -0.376, -3.243)  0.041
N (-4.893, -1.108, 1.535)  0.047
C (3.625, -1.182, -0.953)  -0.102
C (2.388, -1.863, 2.846)  -0.045
C (1.564, -3.677, -3.427)  -0.236
C (6.313, 1.951, -2.791)  -0.070
C (2.902, 2.008, 2.257)  -0.401
C (5.094, 0.673, -1.089)  -0.225
C (-3.220, 5.244, 0.188)  -0.176
C (-1.227, 0.485, -4.511)  -0.226
C (-5.105, -2.512, 1.164)  -0.393
C (-5.012, -2.691, -0.355)  -0.176
C (3.428, -2.176, 6.744)  -0.099
C (-6.477, -3.003, 1.629)  -0.056
C (6.147, 0.578, -2.186)  -0.435
C (1.302, 4.019, -2.748)  -0.226
C (-1.529, -0.458, 0.970)  -0.215
C (-2.696, 6.402, -0.654)  -0.434
C (-0.492, -4.776, 0.965)  -0.189
C (5.671, 0.338, 4.014)  -0.107
C (-2.584, 3.132, 1.096)  -0.072
C (4.263, 1.352, 2.394)  -0.220
C (-1.557, 7.150, 0.039)  -0.069
C (2.493, 2.240, 0.812)  -0.058
C (2.440, -4.551, -2.580)  -0.245
C (-0.173, -0.230, 0.349)  -0.232
C (-1.461, -0.186, -3.176)  -0.209
C (3.179, -3.127, 3.190)  -0.404
C (-1.772, -4.575, 0.163)  -0.243
C (-6.769, 2.215, -0.912)  -0.245
C (-5.664, 1.268, -1.302)  -0.285
C (-4.706, -4.452, -1.925)  -0.115
C (3.057, -3.374, 4.692)  -0.205
C (0.239, 4.226, -1.659)  -0.249
H (1.104, -3.684, 1.323)  0.035
H (0.538, -4.052, -3.500)  0.123
H (-1.854, 7.861, 0.817)  0.082
H (-3.342, 8.242, -1.169)  0.064
H (-1.599, -1.267, -3.293)  0.119
H (5.422, 2.303, -3.308)  0.083
H (-7.323, -2.446, 1.210)  0.084
H (-7.431, 2.368, -1.768)  0.123
H (2.238, 1.297, 2.756)  0.127
H (-1.337, 3.357, -0.869)  0.058
H (3.389, -5.596, -3.923)  0.084
H (2.798, -0.530, -1.230)  0.081
H (-1.799, 0.288, 1.727)  0.115
H (-3.622, -4.313, -2.035)  0.079
H (4.302, 0.431, 1.797)  0.109
H (2.459, -1.647, 1.779)  0.060
H (5.105, 1.970, 2.057)  0.128
H (-3.454, -0.413, 0.622)  0.033
H (-3.296, 2.649, 0.418)  0.088
H (5.734, 0.216, 5.095)  0.086
H (3.131, -4.354, 1.556)  0.093
H (3.984, -1.296, 7.063)  0.088
H (-1.535, -1.439, 1.464)  0.116
H (7.097, 0.179, -1.820)  0.141
H (-0.006, -5.726, 0.729)  0.123
H (3.259, 2.676, 0.164)  0.079
H (1.949, -3.571, -4.445)  0.123
H (-3.963, 4.630, -0.329)  0.114
H (1.378, -1.913, 3.262)  0.095
H (-4.198, 7.086, -1.798)  0.074
H (7.187, 1.948, -3.443)  0.078
H (-5.781, -0.613, 1.511)  0.091
H (-1.735, 2.450, 1.132)  0.074
H (3.302, -1.892, -0.188)  0.072
H (4.814, -0.190, -3.515)  0.077
H (0.578, -0.220, 1.148)  0.105
H (3.623, -4.268, 4.994)  0.129
H (-2.292, 6.045, -1.609)  0.125
H (3.292, 3.101, 3.851)  0.060
H (-2.045, -3.516, 0.089)  0.107
H (-7.385, 1.719, -0.149)  0.111
H (-0.662, -4.788, 2.044)  0.123
H (2.361, -2.126, 6.971)  0.090
H (-1.592, -4.888, -0.874)  0.118
H (-1.059, 7.876, -0.616)  0.077
H (6.579, 0.803, 3.620)  0.090
H (-2.106, 0.622, -5.147)  0.120
H (0.760, -2.267, -2.276)  0.046
H (3.612, 3.874, 2.494)  0.069
H (-6.681, -4.028, 1.313)  0.080
H (0.078, -2.111, -0.079)  0.043
H (-4.144, 1.340, -2.526)  0.045
H (4.204, 1.176, -1.498)  0.111
H (2.749, -0.957, 3.343)  0.067
H (1.658, 2.929, 0.692)  0.067
H (0.792, 4.384, -0.726)  0.109
H (-3.604, -5.270, 0.355)  0.064
H (-4.055, -2.363, -0.769)  0.113
H (2.208, 1.292, 0.348)  0.058
H (5.539, -0.674, 3.610)  0.081
H (-4.323, -3.105, 1.640)  0.140
H (6.575, 2.666, -2.005)  0.078
H (-6.758, 4.123, -0.840)  0.086
H (-4.873, -5.518, -2.083)  0.096
H (1.446, 2.122, -2.205)  0.070
H (-5.040, 1.037, -0.431)  0.095
H (-0.592, -0.035, -2.534)  0.103
H (3.894, -3.012, 7.281)  0.088
H (3.364, -4.015, -2.345)  0.110
H (-6.626, -2.940, 2.709)  0.079
H (4.245, -3.002, 2.974)  0.143
H (-2.954, 3.311, 2.106)  0.102
H (0.872, 3.963, -3.753)  0.114
H (-4.675, -1.148, 2.528)  0.100
H (3.890, -1.812, -1.803)  0.054
H (-5.177, -3.945, -2.773)  0.096
H (-0.539, -0.134, -5.096)  0.118
H (2.020, -3.453, 5.040)  0.131
H (-6.138, 0.296, -1.520)  0.110
H (1.940, -4.776, -1.636)  0.114
H (1.974, 4.871, -2.656)  0.123
H (-5.827, -2.141, -0.836)  0.127
H (-0.194, 0.784, -0.063)  0.111
H (5.765, -1.312, -2.852)  0.058
H (-3.655, 5.742, 1.063)  0.135
H (2.884, -5.124, 2.929)  0.089
H (-0.861, 2.236, -3.635)  0.054
H (-0.826, 6.422, 0.389)  0.070
H (-2.437, 0.140, -1.578)  0.045
H (-0.235, 5.204, -1.808)  0.103
H (5.350, 1.411, -0.316)  0.110

## 2
C32H91N5O17 | ωB97M-V with the def2-TZVPD basis set

HOMO energy = -0.3303 hartree
structure (SMILES) = COC[C@H](C)N.COC[C@H](C)N.COC[C@H](C)N.COC[C@H](C)N.COC[C@H](C)N.OCCO.OCCO.OCCO.OCCO.OCCO.OCCO
E_LUMO = 0.14 eV
HOMO-LUMO gap = 0.336 Eh

Last column: Löwdin charge in e.
Positions of all 145 atoms, in Å:
O (24.101, -18.841, 19.813)  -0.190
O (31.762, -12.264, 20.718)  -0.056
O (23.141, -9.832, 26.241)  -0.189
O (21.742, -13.584, 9.180)  -0.203
O (22.144, -7.729, 17.766)  -0.031
O (34.204, -16.690, 16.582)  -0.069
O (34.728, -19.071, 18.364)  -0.038
O (29.487, -13.030, 14.865)  -0.103
O (36.461, -12.051, 6.899)  -0.203
O (19.701, -12.393, 19.196)  -0.043
O (28.700, -5.424, 12.674)  -0.090
O (30.293, -21.688, 10.062)  -0.200
O (28.308, -8.147, 11.224)  -0.052
O (19.540, -8.177, 19.563)  -0.075
O (33.883, -10.087, 20.961)  -0.067
O (18.856, -11.304, 16.561)  -0.036
O (25.868, -13.718, 15.018)  -0.086
N (20.979, -17.944, 21.632)  0.004
N (25.168, -9.511, 24.271)  0.028
N (36.764, -10.749, 9.351)  0.030
N (32.646, -20.516, 11.024)  0.038
N (23.832, -11.561, 11.516)  0.012
C (22.383, -17.893, 21.261)  -0.395
C (28.330, -6.731, 13.178)  -0.208
C (22.933, -19.170, 20.450)  -0.182
C (30.342, -21.402, 11.491)  -0.180
C (28.319, -13.947, 14.878)  -0.183
C (23.517, -12.335, 10.298)  -0.418
C (23.987, -10.937, 25.856)  -0.235
C (36.015, -12.018, 9.297)  -0.372
C (31.392, -20.299, 11.791)  -0.413
C (19.646, -13.022, 17.932)  -0.270
C (20.670, -7.396, 19.732)  -0.269
C (24.100, -17.900, 18.826)  -0.122
C (21.927, -7.921, 19.104)  -0.283
C (24.280, -10.672, 24.443)  -0.399
C (22.056, -13.067, 10.466)  -0.156
C (32.925, -10.249, 19.910)  -0.241
C (22.943, -18.000, 22.690)  -0.094
C (34.823, -12.006, 10.353)  -0.071
C (28.868, -8.056, 12.486)  -0.238
C (30.877, -18.930, 11.373)  -0.083
C (36.101, -12.516, 5.579)  -0.097
C (35.273, -18.867, 17.135)  -0.306
C (24.748, -13.202, 10.044)  -0.077
C (35.418, -17.416, 16.798)  -0.241
C (22.487, -10.043, 27.461)  -0.120
C (29.368, -22.681, 9.661)  -0.117
C (24.995, -11.952, 23.772)  -0.030
C (19.906, -12.187, 16.696)  -0.279
C (35.477, -12.384, 7.853)  -0.201
C (20.769, -14.645, 9.122)  -0.090
C (27.119, -13.228, 15.534)  -0.227
C (32.743, -11.739, 19.802)  -0.256
H (23.302, -10.459, 24.009)  0.135
H (32.500, -19.979, 10.181)  0.054
H (34.145, -12.860, 10.314)  0.059
H (20.251, -13.924, 17.843)  0.115
H (22.013, -8.979, 19.352)  0.123
H (23.435, -17.057, 19.010)  0.080
H (22.177, -19.600, 19.793)  0.117
H (27.248, -6.614, 13.116)  0.105
H (23.147, -10.819, 11.504)  0.059
H (30.631, -22.265, 12.091)  0.112
H (28.103, -14.214, 13.843)  0.112
H (31.745, -18.281, 11.493)  0.077
H (23.223, -20.006, 21.087)  0.125
H (24.668, -11.145, 11.132)  0.057
H (34.213, -11.192, 9.963)  0.063
H (28.743, -7.452, 10.723)  0.083
H (34.502, -19.312, 16.506)  0.129
H (24.531, -12.048, 22.790)  0.065
H (20.903, -15.312, 9.974)  0.075
H (24.884, -8.788, 24.916)  0.055
H (23.053, -7.965, 17.568)  0.095
H (35.859, -16.898, 17.649)  0.112
H (33.240, -9.784, 18.976)  0.114
H (35.026, -11.905, 11.420)  0.066
H (18.670, -13.485, 17.788)  0.113
H (36.235, -19.363, 17.005)  0.121
H (22.506, -16.914, 20.800)  0.120
H (29.379, -23.553, 10.314)  0.080
H (24.973, -12.811, 24.443)  0.065
H (23.413, -11.613, 9.489)  0.126
H (31.603, -20.264, 12.860)  0.128
H (22.845, -9.373, 28.243)  0.081
H (23.446, -11.857, 26.079)  0.116
H (35.325, -18.630, 18.972)  0.090
H (24.889, -11.066, 26.454)  0.132
H (27.141, -13.178, 16.622)  0.117
H (29.347, -21.226, 11.899)  0.117
H (18.772, -7.771, 19.972)  0.088
H (35.161, -12.158, 5.158)  0.085
H (34.504, -12.059, 7.485)  0.122
H (36.783, -10.366, 8.417)  0.056
H (35.924, -13.591, 5.540)  0.076
H (18.776, -10.852, 17.404)  0.075
H (22.725, -7.452, 19.679)  0.120
H (20.301, -6.444, 19.350)  0.121
H (28.332, -22.343, 9.687)  0.083
H (36.962, -12.421, 4.917)  0.088
H (32.473, -11.939, 18.765)  0.109
H (24.947, -14.057, 10.690)  0.084
H (28.778, -9.003, 13.017)  0.120
H (20.750, -16.973, 21.794)  0.073
H (33.451, -9.543, 21.624)  0.081
H (19.758, -14.237, 9.148)  0.084
H (20.907, -11.773, 16.810)  0.119
H (26.032, -11.814, 23.468)  0.060
H (31.705, -13.188, 20.467)  0.077
H (21.492, -12.163, 10.695)  0.109
H (25.533, -12.591, 9.596)  0.077
H (36.119, -17.131, 16.014)  0.121
H (25.667, -13.198, 14.236)  0.073
H (24.581, -13.642, 9.061)  0.066
H (31.992, -9.735, 20.139)  0.121
H (19.947, -12.833, 15.818)  0.124
H (22.488, -11.076, 27.807)  0.086
H (27.056, -12.172, 15.271)  0.112
H (24.033, -18.001, 22.662)  0.072
H (29.649, -23.044, 8.672)  0.087
H (20.931, -15.338, 8.296)  0.082
H (25.124, -17.632, 18.565)  0.096
H (30.673, -18.818, 10.308)  0.077
H (28.468, -6.503, 14.235)  0.108
H (23.738, -18.488, 17.983)  0.089
H (29.285, -5.592, 11.932)  0.062
H (30.144, -13.387, 14.263)  0.067
H (22.576, -17.331, 23.468)  0.074
H (20.596, -18.005, 20.699)  0.060
H (20.675, -7.185, 20.801)  0.120
H (33.770, -16.365, 17.374)  0.081
H (22.153, -13.810, 11.258)  0.120
H (29.990, -18.671, 11.951)  0.079
H (21.481, -9.652, 27.305)  0.085
H (36.691, -12.783, 9.681)  0.121
H (22.735, -19.008, 23.047)  0.073
H (29.943, -7.887, 12.416)  0.110
H (37.734, -10.929, 9.566)  0.065
H (19.369, -11.493, 19.186)  0.071
H (26.174, -9.465, 24.348)  0.067
H (32.659, -21.461, 10.669)  0.061
H (35.418, -13.472, 7.843)  0.114
H (28.588, -14.833, 15.452)  0.109
H (33.736, -12.179, 19.895)  0.118

Unit: kJ/mol. Relative energies: 1 0.0; 2 867.4.